{"formula": "C18H26N3O8P2Ti", "method": "ωB97M-V with the def2-TZVPD basis set", "largest_force_ev_per_a": 4.081, "homo_lumo_gap_ev": [4.913, 4.953], "multiplicity": 3, "total_charge": 1, "e_above_lowest_kcal_mol": 99.9, "e_tot_ev": -81617.8032, "e_lumo_ev": [-4.34, -4.31], "elements": ["Ti", "P", "C", "C", "N", "C", "C", "C", "C", "C", "P", "H", "H", "H", "H", "H", "H", "H", "H", "O", "H", "H", "O", "H", "C", "H", "H", "H", "C", "H", "H", "H", "C", "H", "H", "H", "C", "H", "H", "H", "O", "C", "O", "C", "C", "C", "C", "C", "C", "N", "O", "O", "N", "O", "O", "H", "H", "H"], "coordinates": [[0.123, -0.169, -0.924], [2.280, -1.507, -0.622], [2.412, -2.108, -2.288], [1.132, -2.115, -2.995], [-0.042, -1.503, -2.547], [-1.244, -1.820, -3.129], [-1.306, -2.773, -4.150], [-0.107, -3.312, -4.673], [1.098, -2.856, -4.173], [-2.519, -1.109, -2.658], [-2.105, 0.467, -1.788], [2.063, -3.250, -4.480], [-2.276, -3.078, -4.563], [-0.116, -4.078, -5.446], [-3.196, -0.885, -3.512], [-3.085, -1.750, -1.948], [2.133, 1.196, -2.569], [3.177, -1.550, -2.899], [-0.595, 6.584, -1.156], [1.414, 1.402, -2.023], [1.139, 2.238, -2.403], [0.799, 1.277, -0.053], [-0.808, 5.817, -1.663], [-0.276, 5.099, -1.281], [-2.481, 1.711, -3.064], [-3.558, 1.735, -3.287], [-2.165, 2.700, -2.706], [-1.930, 1.483, -3.986], [-3.442, 0.656, -0.578], [-3.147, 1.439, 0.133], [-4.384, 0.942, -1.067], [-3.577, -0.282, -0.026], [2.588, -3.221, -0.081], [3.659, -3.425, -0.256], [2.275, -3.366, 0.956], [2.011, -3.856, -0.776], [3.804, -0.565, -0.181], [3.730, -0.199, 0.854], [4.681, -1.224, -0.260], [3.958, 0.309, -0.831], [-0.465, -0.343, 0.990], [0.034, 0.637, 1.628], [0.651, 1.615, 0.938], [-0.068, 0.768, 3.041], [-0.150, 2.034, 3.628], [-0.268, 2.079, 5.025], [-0.190, 0.911, 5.801], [-0.053, -0.330, 5.161], [-0.047, -0.431, 3.763], [0.149, -1.524, 5.937], [0.189, -1.439, 7.183], [0.295, -2.603, 5.318], [-0.524, 3.340, 5.661], [-0.651, 4.358, 4.946], [-0.613, 3.360, 6.908], [-0.176, 2.934, 3.021], [-0.240, 0.972, 6.888], [0.013, -1.394, 3.261]], "forces_ev_per_angstrom": [[-0.14, -1.78, -2.17], [0.54, -0.45, -0.19], [-0.98, 3.33, -2.14], [0.81, 0.65, 0.65], [0.35, -0.44, 0.20], [-0.11, -1.09, -1.26], [-0.49, 0.65, 0.59], [0.79, 0.61, 0.25], [-0.77, -1.29, -0.78], [0.09, -0.31, 0.04], [-0.96, -0.08, -0.58], [-0.29, -0.08, -0.25], [0.47, 0.23, 0.24], [-0.12, 0.29, 0.05], [0.46, -0.28, 0.48], [0.35, 0.29, -0.37], [2.10, -1.25, -1.13], [-0.29, -1.20, 0.31], [0.23, 0.86, 0.55], [-1.67, 0.54, 1.11], [-0.60, 0.38, 0.14], [0.94, 1.86, 2.55], [0.03, -1.42, -0.41], [-0.25, 0.54, -0.10], [0.09, 0.37, -0.03], [0.34, -0.03, 0.07], [-0.18, -0.15, -0.18], [-0.09, 0.03, 0.22], [-0.21, 0.23, 0.23], [-0.25, -0.15, -0.12], [0.22, -0.13, 0.21], [0.03, 0.25, -0.10], [-0.26, -0.12, 1.20], [-0.48, 0.01, 0.24], [0.33, -0.46, 0.11], [0.20, 0.31, 0.62], [0.11, -0.16, 0.08], [0.06, -0.17, -0.30], [-0.17, 0.24, -0.01], [-0.14, -0.30, 0.14], [1.10, 1.63, 2.05], [-0.94, -0.96, -2.88], [-0.37, -1.09, -0.82], [0.15, 0.00, 1.05], [-0.14, -0.38, 0.85], [0.11, -1.50, -1.02], [-0.01, 0.02, -0.23], [-0.02, 1.36, -1.07], [0.00, 0.46, 0.96], [0.42, -3.04, 2.09], [-0.17, 0.25, -2.67], [-0.35, 2.32, 0.95], [-0.47, 3.09, 1.99], [0.31, -2.25, 1.06], [0.22, -0.33, -2.62], [0.02, -0.10, 0.25], [0.03, -0.04, -0.29], [0.02, 0.24, 0.20]]}